a) ORCA calculation (the ωB97M-V functional and the def2-TZVPD basis) on one molecule with the formula C17H25F3N4O3.

```
52
Properties=species:S:1:pos:R:3
N -1.635 4.127 -0.804
N -0.688 3.193 -0.948
C 3.986 1.207 -1.338
F -0.483 -1.836 4.529
H -1.226 -2.006 2.084
C -2.733 2.231 -0.778
H 0.868 0.854 3.236
H 0.607 -1.580 -0.318
H 4.922 1.346 -1.887
C 0.690 -1.196 2.561
H -4.768 1.592 -0.561
H 4.708 -0.491 -0.195
C -0.330 -1.383 0.225
H -0.051 1.830 1.168
H 4.019 1.892 -0.486
N 1.549 1.581 -1.563
F 1.170 -3.089 3.903
H -3.792 0.568 -1.623
H -3.564 0.477 0.110
H -3.748 4.211 -0.581
O 0.912 -0.428 -2.414
C -1.421 -2.175 -0.505
H -2.034 -4.180 -2.082
C 0.728 -1.816 3.938
H -1.909 -5.348 -0.733
N -0.646 0.048 0.292
H 1.135 2.465 -1.286
C 0.256 0.785 1.186
C 0.654 0.581 -1.773
O -1.278 -3.487 -0.275
H 2.948 -0.366 -0.276
H 2.992 2.626 -2.623
F 1.554 -1.138 4.761
C -1.339 2.039 -0.942
C 3.872 -0.228 -0.844
H 3.846 -0.931 -1.678
C -2.873 3.593 -0.698
C -0.695 0.689 -1.052
H -0.795 0.299 3.002
C -3.777 1.165 -0.709
H -1.371 5.095 -0.805
C -2.169 -4.332 -1.013
H 1.722 -1.237 2.198
H -1.365 0.073 -1.641
H 0.110 -3.018 1.553
H -3.202 -4.115 -0.750
H 1.290 0.749 0.813
C 2.833 1.612 -2.250
C 0.220 0.250 2.600
H 2.776 0.937 -3.105
O -2.248 -1.747 -1.264
C -0.226 -1.988 1.640
```

The value obtained for the HOMO-LUMO gap is 9.4534 eV. The structure (SMILES) is CCCNC(=O)[C@H](c1n[nH]cc1C)N1CC[C@@H](C(F)(F)F)C[C@H]1C(=O)OC.

Atomic partial charges in e from the Löwdin method, atoms 1 to 4:
1. N -0.017
2. N 0.073
3. C -0.242
4. F 0.139



b) ORCA calculation (the ωB97M-V functional and the def2-TZVPD basis) on one molecule with the formula C17H25F3N4O3.

```
52
Properties=species:S:1:pos:R:3
F 3.389 1.272 5.091
H 4.772 3.144 -1.974
C 1.281 -1.670 -0.930
C 4.643 2.066 -2.043
C 3.630 1.912 0.063
H -2.637 0.991 1.024
O -0.487 0.588 -1.915
C 1.762 -3.722 -1.538
N 0.517 -3.627 -1.017
C 2.403 1.453 0.870
H 3.587 -1.478 -2.914
H -1.088 4.800 -0.279
H 2.050 -1.854 1.482
C -1.908 2.978 0.570
H 1.693 -1.080 3.829
H -1.567 3.592 -1.480
H 3.249 -0.577 3.169
F 1.824 2.760 4.919
H 4.334 -2.840 -2.080
H -0.092 3.372 -0.555
N 2.085 0.041 0.625
H 1.576 2.087 0.515
H 5.555 1.576 -1.706
H -0.254 0.659 1.213
H 4.088 -1.310 -1.234
O 3.528 1.646 -1.245
H 2.538 2.897 2.443
C 1.677 -0.855 1.714
H 0.771 1.205 3.151
O 4.569 2.496 0.531
H 0.584 -0.964 1.760
H 2.159 -4.659 -1.892
C 2.686 1.824 2.329
H 4.401 1.772 -3.059
H -0.164 -4.357 -0.912
N -0.686 0.836 0.325
H -2.927 3.368 0.627
H -2.400 1.299 -0.696
N 0.206 -2.384 -0.640
H 1.928 0.251 -1.432
C 3.650 -2.000 -1.957
F 1.348 0.762 5.602
C 1.842 1.027 3.307
C 2.168 -0.441 3.085
H -1.461 3.142 1.557
C 2.304 -2.461 -1.498
C 2.106 1.457 4.731
C 1.358 -0.202 -0.626
C -1.120 3.732 -0.495
C -1.988 1.480 0.296
H 3.736 1.630 2.551
C -0.037 0.438 -0.795
```

The value obtained for the HOMO-LUMO gap is 9.2787 eV. The structure (SMILES) is CCCNC(=O)[C@H](c1n[nH]cc1C)N1CC[C@@H](C(F)(F)F)C[C@H]1C(=O)OC.

Atomic partial charges in e from the Löwdin method, atoms 1 to 4:
1. F 0.148
2. H 0.096
3. C -0.239
4. C -0.028



Going by the computed energies, the most stable comes first: a), b).



a) ORCA calculation (the ωB97M-V functional and the def2-TZVPD basis) on one molecule with the formula C4H7F2N.

```
14
Properties=species:S:1:pos:R:3
H -1.017 -0.797 -1.666
F -2.788 1.035 0.436
H -0.285 -1.668 0.760
H -0.156 2.229 0.046
H 0.838 1.508 1.253
C 0.550 -0.998 0.546
F -2.674 -1.128 0.333
H 1.078 -0.765 1.469
H -1.159 0.984 -1.716
C -2.624 -0.003 -0.461
H 1.228 -1.533 -0.120
N 0.354 1.423 0.371
C -1.093 0.110 -1.071
C 0.028 0.222 -0.115
```

The value obtained for the HOMO-LUMO gap (spin up / spin down) is 8.1925 / 6.3636 eV.

Atomic partial charges in e from the Löwdin method, atoms 1 to 4:
1. H 0.106
2. F -0.050
3. H 0.086
4. H 0.115



b) ORCA calculation (the ωB97M-V functional and the def2-TZVPD basis) on one molecule with the formula C4H7F2N.

```
14
Properties=species:S:1:pos:R:3
C 0.608 1.246 0.036
H 2.117 0.872 1.210
H 2.878 -1.329 -0.390
H 1.149 -1.358 0.404
H -0.529 -1.588 -1.394
H 2.584 1.042 -0.507
C -0.546 0.562 -0.200
F -1.847 1.101 -0.019
H -2.056 -0.869 -0.888
C 1.848 0.556 0.146
N 1.995 -0.850 -0.172
C -0.928 -0.894 -0.645
H 0.602 2.314 0.347
F -1.109 -1.318 0.730
```

The value obtained for the HOMO-LUMO gap is 9.8718 eV. The structure (SMILES) is NC/C=C(/F)CF.

Atomic partial charges in e from the Löwdin method, atoms 1 to 4:
1. C -0.071
2. H 0.133
3. H 0.080
4. H 0.135



Going by the computed energies, the most stable comes first: a), b).



a) ORCA calculation (the ωB97M-V functional and the def2-TZVPD basis) on one molecule with the formula C10H12O2S.

```
25
Properties=species:S:1:pos:R:3
C 3.206 -1.088 0.878
C 1.241 -0.484 -0.398
H -2.061 0.932 1.722
C 1.894 -1.274 0.488
C 2.031 0.523 -1.022
H 3.585 -1.779 1.609
C -2.608 -0.889 0.062
H -0.096 2.134 -0.709
C 3.360 0.742 -0.592
H 5.033 0.085 0.610
H -3.652 -1.974 -0.944
H 1.607 1.183 -1.840
C -1.144 -0.508 0.421
H -0.395 -1.754 -1.162
O -3.595 -0.406 0.556
H 3.960 1.503 -1.084
H 1.311 -2.085 0.921
H -0.447 -0.046 -1.630
O -2.668 -1.810 -0.936
C -1.119 0.895 1.125
H -0.219 1.101 1.726
H -0.841 -1.225 1.223
C 3.960 -0.073 0.340
S -1.328 2.308 -0.032
C -0.224 -0.723 -0.784
```

The value obtained for the HOMO-LUMO gap is 9.7184 eV. The structure (SMILES) is O=C(O)[C@H](CS)Cc1ccccc1.

Atomic partial charges in e from the Löwdin method, atoms 1 to 4:
1. C -0.087
2. C -0.237
3. H 0.074
4. C -0.073



b) ORCA calculation (the ωB97M-V functional and the def2-TZVPD basis) on one molecule with the formula C10H12O2S.

```
25
Properties=species:S:1:pos:R:3
C -1.359 -1.211 -0.326
H 1.489 0.842 -1.906
H 3.238 0.484 -2.010
O 1.628 -2.176 0.745
C 2.152 0.342 -0.035
C -0.159 -0.535 -0.171
C -2.453 0.856 0.493
H 4.016 0.841 1.121
C -1.214 1.392 0.765
H 2.625 2.140 -1.200
C -0.069 0.680 0.350
S 1.415 -1.337 -0.472
C -3.907 -1.082 -0.166
H 3.918 -0.746 0.359
H -4.462 -1.110 -1.049
H -3.790 -2.136 0.121
C 3.400 0.050 0.849
H -1.126 2.330 1.337
C 2.495 0.981 -1.376
H -4.493 -0.469 0.467
H -1.546 -1.990 -1.095
O 1.174 1.205 0.585
H -3.360 1.395 0.800
H 2.941 -0.274 1.818
C -2.552 -0.471 -0.004
```

The value obtained for the HOMO-LUMO gap is 9.2688 eV.

Atomic partial charges in e from the Löwdin method, atoms 1 to 4:
1. C -0.004
2. H 0.091
3. H 0.082
4. O -0.502



Going by the computed energies, the most stable comes first: a), b).